Formula: C3H3NO2
Source: OMol25
Level of theory: ωB97M-V/def2-TZVPD

Output
LUMO: 0.492 eV
Relative energy (zero: lowest compared OMol25 entry of this formula, charge and spin): 643.6 kJ/mol
Frontier orbital gap: 11.5 eV
HOMO energy: -11.01 eV

Last column: natural (NBO) charge in e.
Element x y z (Å)
C 0.4710 -0.1368 -2.7124  0.18
C -0.0321 0.9204 -1.8653  0.43
C 0.0684 -0.0122 -0.0887  -0.59
N 0.6937 -1.1534 -3.2358  -0.24
O -1.0051 1.8267 -2.0764  -0.21
O 0.3455 2.2221 -1.8666  -0.22
H -0.6191 -0.8252 -0.3835  0.21
H -0.1415 0.5329 0.8237  0.22
H 1.1085 -0.4318 -0.0534  0.21

Force components x, y, z for each atom (eV/Å):
C -0.412 -1.377 -1.465
C 1.174 -1.971 5.261
C 0.608 -0.031 -3.775
N -0.112 1.769 0.849
O -2.207 -0.682 -0.778
O 2.100 0.844 -0.128
H 0.198 0.440 0.725
H -0.424 0.445 -0.419
H -0.925 0.562 -0.270

***

Formula: C3H6N4
Source: OMol25
Level of theory: ωB97M-V/def2-TZVPD

Output
LUMO: 1.297 eV
Relative energy (zero: lowest compared OMol25 entry of this formula, charge and spin): 505.3 kJ/mol
Frontier orbital gap: 10.9 eV
HOMO energy: -9.64 eV

Last column: natural (NBO) charge in e.
Element x y z (Å)
C -0.1989 -0.4575 1.1899  -0.11
C 0.9912 -1.2664 1.3095  0.05
C -1.0374 -0.7019 -0.0494  -0.65
N 1.1288 0.2810 -1.7538  -0.08
N 0.6074 1.2485 -1.5552  0.27
N -0.1132 2.1253 -1.2371  -0.57
N 1.1702 -0.1239 0.8508  -0.34
H -0.6612 -0.1701 2.1327  0.19
H 1.6949 -1.9611 1.5057  0.20
H -0.3872 -1.1021 -0.8543  0.22
H -1.3113 0.2276 -0.4146  0.21
H -2.0267 -1.2343 0.0970  0.21
H 0.1434 3.1349 -1.2211  0.40

Force components x, y, z for each atom (eV/Å):
C -1.707 -2.047 -0.343
C -0.608 2.043 -0.479
C -0.830 -1.468 0.536
N 0.670 -0.296 -0.918
N 2.148 -1.620 -0.681
N -2.853 3.910 1.184
N 1.390 1.419 0.627
H -0.064 0.691 -0.333
H 1.638 -2.754 0.727
H -0.761 -0.480 0.746
H -0.818 2.040 -0.696
H 1.390 0.120 -0.072
H 0.405 -1.559 -0.297

***

Formula: C3H5HgLiO4
Source: OMol25
Level of theory: ωB97M-V/def2-TZVPD

Output
Spin multiplicity: 3
LUMO (spin up / spin down): -0.267 / -2.874 eV
Relative energy (zero: lowest compared OMol25 entry of this formula, charge and spin): 316.3 kJ/mol
Frontier orbital gap (spin up / spin down): 7.2 / 6.5 eV
⟨S²⟩: 2.01
HOMO energy (spin up / spin down): -7.48 / -9.34 eV

Last column: Mulliken spin population.
Element x y z (Å)
O 0.1217 -0.3308 0.3764  -0.02
O 1.6422 0.2184 -1.0879  0.00
C 0.5913 0.6109 -0.5009  0.00
O 0.5511 1.7767 -0.0751  0.02
C -1.2688 -0.2764 0.7005  -0.01
C -2.1008 -0.6619 -0.5065  0.00
H -1.3891 -1.0017 1.5148  0.01
H -1.5149 0.7329 1.0525  0.00
H -1.5979 -1.4445 -1.0914  0.00
H -3.0902 -1.0148 -0.1861  0.00
H -2.2283 0.2099 -1.1632  0.00
O 4.0990 0.3699 0.7187  0.91
Hg 3.0315 -0.8959 0.4491  1.05
Li 3.1532 1.7071 -0.2010  0.03

Force components x, y, z for each atom (eV/Å):
O -1.619 -1.251 -1.101
O 0.281 -0.640 -2.613
C 4.072 1.430 4.674
O -1.770 1.279 -1.224
C 0.100 -0.090 0.241
C -0.210 0.127 -0.205
H 0.013 0.257 -0.159
H 0.000 -0.207 0.054
H -0.192 0.080 0.300
H 0.197 0.109 -0.209
H -0.057 -0.224 0.095
O 9.278 11.495 1.997
Hg -9.036 -12.489 -1.579
Li -1.057 0.122 -0.269

***

Formula: C21H28F3O4Sr
Source: OMol25
Level of theory: ωB97M-V/def2-TZVPD

Output
Net charge: -1
LUMO: 1.901 eV
Relative energy (zero: lowest compared OMol25 entry of this formula, charge and spin): 0.0 kJ/mol
Frontier orbital gap: 5.4 eV
HOMO energy: -3.51 eV

Last column: natural (NBO) charge in e.
Element x y z (Å)
O 0.4439 0.0025 -4.2597  -0.56
C 0.2119 1.3064 -4.9001  -0.06
C 0.0476 0.7651 -6.2929  -0.47
H 1.0754 1.9720 -4.7716  0.18
H -0.7047 1.7957 -4.5332  0.18
C 0.2378 -0.5958 -5.5813  0.28
H 0.8672 1.0578 -6.9571  0.21
H -0.9499 0.9583 -6.6963  0.21
C 1.4774 -1.3707 -5.9787  -0.62
H 2.3765 -0.7517 -5.8607  0.22
H 1.3844 -1.7376 -7.0122  0.21
H 1.5845 -2.2215 -5.3000  0.22
C -1.0145 -1.4513 -5.6100  -0.63
H -1.8927 -0.8911 -5.2601  0.22
H -0.8831 -2.3170 -4.9521  0.22
H -1.1977 -1.8060 -6.6360  0.21
Sr 0.3703 0.0118 2.5208  1.81
C -2.1637 -0.6988 4.1139  -0.37
C -2.2265 0.7009 4.3647  -0.33
C -2.5261 1.3582 3.1358  -0.39
H -2.1290 1.1777 5.3360  0.21
C -2.6723 0.3588 2.1249  -0.42
C -2.4557 -0.9172 2.7376  -0.43
H -2.5453 -1.8912 2.2502  0.20
H -1.9697 -1.4652 4.8637  0.21
H -2.6676 2.4317 3.0095  0.19
H -2.9617 0.5343 1.0911  0.19
C 1.1977 -2.0088 4.4279  -0.34
C 0.3257 -2.6873 3.5288  -0.37
C 0.9621 -2.7474 2.2542  -0.44
H -0.6297 -3.1335 3.7964  0.21
C 2.2587 -2.1531 2.3832  -0.43
C 2.4061 -1.7078 3.7322  -0.40
H 3.3049 -1.2913 4.1844  0.21
H 1.0088 -1.8394 5.4862  0.23
H 0.5512 -3.2191 1.3590  0.20
H 3.0273 -2.1124 1.6105  0.20
O -0.0497 0.8486 0.1668  -0.61
C -0.5093 -0.2702 -0.6596  -0.09
C -0.9279 0.3849 -1.9583  -0.43
H -1.3323 -0.7761 -0.1278  0.22
H 0.3281 -0.9757 -0.8008  0.18
C 0.0101 1.6266 -2.0573  -0.44
H -1.9833 0.7132 -1.9138  0.20
H -0.8118 -0.3018 -2.7988  0.25
C 0.2734 2.0277 -0.6330  -0.06
H -0.4033 2.4387 -2.6410  0.21
H 0.9601 1.3325 -2.5197  0.21
H -0.3735 2.8519 -0.3148  0.19
H 1.3287 2.2838 -0.4409  0.19
F 1.3179 1.8919 7.2784  -0.32
C 1.6264 2.4006 6.0554  0.88
F 1.0825 3.6470 5.9564  -0.34
F 2.9780 2.5475 5.9828  -0.34
C 1.1089 1.5121 4.8670  0.67
O 0.4189 0.5012 5.1523  -0.68
O 1.4288 1.8995 3.6976  -0.82

Force components x, y, z for each atom (eV/Å):
O -0.017 0.873 -2.276
C 0.030 0.798 0.947
C 0.327 -0.384 0.325
H -0.263 -0.105 0.196
H 0.431 -0.219 0.080
C -0.011 -0.618 -0.575
H -0.383 -0.186 -0.103
H 0.336 -0.200 -0.252
C -0.030 -0.099 0.037
H -0.245 -0.080 -0.199
H 0.141 0.103 0.287
H 0.033 -0.035 -0.123
C -0.022 -0.191 0.105
H 0.237 -0.074 -0.131
H -0.077 0.042 -0.102
H 0.009 0.081 0.303
Sr -1.186 -0.413 1.235
C -0.427 0.627 -0.220
C -0.437 -0.423 -0.845
C 0.115 -0.612 0.122
H 0.193 -0.104 -0.273
C 0.196 -0.189 0.606
C 0.045 0.532 0.010
H 0.082 0.309 0.121
H 0.016 0.258 -0.274
H 0.069 -0.278 -0.017
H 0.066 -0.015 0.141
C 0.386 -1.022 -0.611
C 0.811 0.194 -0.001
C 0.275 0.012 0.369
H 0.180 0.308 -0.199
C -0.286 -0.010 0.246
C -0.639 -0.307 -0.207
H -0.266 0.070 -0.214
H 0.028 0.064 -0.430
H 0.166 0.126 0.252
H -0.225 0.018 0.170
O 0.189 -0.047 -0.349
C 0.223 0.703 0.234
C -0.498 0.438 0.016
H 0.361 0.275 -0.081
H -0.224 0.226 0.035
C 0.270 -0.881 -0.215
H 0.399 -0.102 0.153
H -0.138 0.363 0.364
C -0.167 -0.654 0.804
H -0.154 0.134 0.046
H -0.270 -0.010 0.079
H 0.097 -0.169 0.174
H -0.422 0.003 -0.057
F 0.358 0.622 -0.947
C -0.142 -0.146 -0.454
F 0.342 -0.584 0.409
F -0.667 -0.013 0.348
C -0.785 -1.233 -0.115
O 1.458 2.032 -0.051
O 0.110 0.190 1.104

***

Formula: C26H40B2BrClIN3O12P
Source: OMol25
Level of theory: ωB97M-V/def2-TZVPD

Output
Net charge: +1
LUMO: -3.568 eV
Relative energy (zero: lowest compared OMol25 entry of this formula, charge and spin): 0.0 kJ/mol
Frontier orbital gap: 7.8 eV
HOMO energy: -11.40 eV

Last column: Löwdin charge in e.
Element x y z (Å)
C 0.4543 -0.5282 3.3733  -0.05
C -0.0277 -0.5940 1.9008  -0.12
B 0.5437 0.5814 1.0724  -0.48
O 1.9024 0.7906 1.0268  0.18
N -0.1981 1.5377 0.0593  0.08
B 0.8248 2.7771 0.1762  -0.80
N 1.0062 3.1660 1.5636  0.20
O 1.5412 3.2780 -0.8670  0.13
C -0.4113 0.8014 -1.3059  -0.24
C 0.3747 -0.5420 -1.3334  -0.20
C 0.3456 -1.3626 -2.6487  -0.24
C 1.6982 -1.5296 -3.3479  -0.19
C 1.6904 -2.7168 -4.3259  -0.28
N 0.5277 -2.8176 -5.1957  0.00
C 0.1455 1.5229 -2.5489  -0.17
O 1.5430 1.3007 -2.6146  -0.17
O 1.9305 2.0782 -3.7653  0.03
C -1.9982 0.6206 -1.4302  -0.46
I -2.5328 -1.5821 -1.1951  1.26
C -2.6932 0.8287 -2.7996  -0.29
C -2.6302 2.1613 -3.5686  -0.20
C -2.4909 1.9171 -5.0829  -0.25
O -3.2226 2.8845 -5.8171  -0.05
C -2.7545 1.3516 -0.2235  -0.65
Cl -3.8648 2.6426 -0.7504  0.78
P -4.0902 0.5108 0.8780  0.33
O -4.6519 1.5319 1.7546  -0.25
O -3.5869 -0.7113 1.7612  -0.17
O -5.1695 -0.0183 -0.1530  -0.16
C -1.5392 2.1544 0.4885  -0.43
Br -1.3337 3.8202 -0.6393  1.13
C -1.7801 2.6319 1.9168  -0.24
C -2.0104 1.7108 2.9240  -0.07
C -2.2389 2.0947 4.2231  -0.04
C -2.2800 3.4300 4.5528  -0.05
C -2.0541 4.3638 3.5614  -0.05
C -1.7907 3.9735 2.2750  -0.10
H 1.3204 -1.1851 3.4603  0.06
H 0.8023 0.4667 3.6454  0.08
H -0.2992 -0.8812 4.0716  0.09
H -1.0954 -0.7235 1.8133  0.06
H 0.4150 -1.4927 1.4529  0.11
H 2.3706 -0.0231 0.7983  0.15
H 0.9150 4.1671 1.6817  0.11
H 1.8916 2.8577 1.9435  0.10
H 2.4446 2.9418 -0.8800  0.14
H 1.4282 -0.3392 -1.1439  0.11
H 0.0473 -1.2092 -0.5463  0.04
H 0.0297 -2.3757 -2.3883  0.08
H -0.4029 -1.0204 -3.3601  0.08
H 2.4842 -1.6704 -2.6035  0.12
H 1.9207 -0.6481 -3.9530  0.10
H 1.7652 -3.6515 -3.7685  0.11
H 2.5671 -2.6343 -4.9707  0.11
H -0.2540 -3.2996 -4.7822  0.06
H 0.2409 -1.9393 -5.6013  0.07
H -0.0319 2.5915 -2.5577  0.08
H -0.3200 1.1325 -3.4530  0.12
H 2.8357 1.7653 -3.9015  0.12
H -2.3506 0.0292 -3.4599  0.07
H -3.7459 0.5955 -2.6284  0.09
H -1.8348 2.8322 -3.2679  0.06
H -3.5661 2.7032 -3.4540  0.10
H -2.8654 0.9300 -5.3579  0.12
H -1.4368 1.9843 -5.3725  0.12
H -2.6261 3.5551 -6.1573  0.09
H -2.9863 -1.3422 1.3437  -0.03
H -5.2422 -0.9810 -0.1686  0.06
H -2.0330 0.6610 2.7303  0.07
H -2.3968 1.3403 4.9823  0.12
H -2.4879 3.7578 5.5614  0.12
H -2.0828 5.4182 3.8023  0.12
H -1.5967 4.7646 1.5719  0.05
C 4.6038 -3.9929 2.3887  0.07
C 5.4182 -4.6364 3.2446  -0.23
C 4.9232 -5.2023 4.5622  -0.30
O 5.7437 -5.7742 5.2486  0.13
C 3.5280 -5.0245 4.9142  0.08
C 2.7242 -4.3879 4.0545  -0.23
C 3.2177 -3.8370 2.7340  -0.31
O 2.3850 -3.2653 2.0369  0.06
O 1.4335 -4.1619 4.2572  0.11
O 6.6993 -4.8307 3.0259  0.14
H 4.9520 -3.5856 1.4502  0.13
H 3.1829 -5.4178 5.8596  0.14
H 1.1413 -3.6988 3.4469  0.10
H 7.0450 -5.3219 3.7994  0.13

Force components x, y, z for each atom (eV/Å):
C 0.414 -0.200 -0.310
C 0.111 -0.065 0.047
B -0.091 -0.264 -0.092
O -0.199 -0.104 -0.797
N -0.106 -0.683 0.695
B 0.222 0.951 -0.157
N -0.074 -0.231 -0.047
O 0.008 -0.573 -0.106
C -0.420 -0.556 -0.521
C 0.281 -0.288 0.010
C 0.285 -0.427 0.115
C -0.391 0.142 -0.565
C -0.162 0.033 0.028
N 0.164 -0.137 -0.056
C 0.058 0.773 0.077
O 0.023 0.099 -0.199
O -0.074 -0.014 0.118
C -0.926 -0.534 0.515
I 0.207 0.006 -0.025
C 0.161 0.069 -0.078
C -0.207 -0.015 -0.476
C 0.245 0.423 -0.002
O -0.083 -0.089 0.022
C 1.635 0.310 -0.014
Cl -0.998 -0.471 -0.509
P -0.764 1.183 1.113
O 0.282 -0.152 -0.013
O 0.332 -0.145 -0.232
O 0.360 -0.370 -0.213
C -0.849 0.643 -0.903
Br 0.689 0.429 0.214
C 0.358 -0.304 -0.082
C 0.198 -0.316 -0.220
C -0.060 -0.069 0.537
C -0.019 0.173 0.216
C -0.109 0.326 0.500
C -0.077 0.256 -0.380
H -0.003 0.021 0.163
H -0.266 0.058 0.188
H -0.078 0.135 0.030
H -0.208 0.009 -0.005
H -0.018 -0.046 0.028
H 0.258 0.000 0.556
H 0.074 0.015 0.180
H 0.028 0.107 0.083
H 0.098 0.214 -0.110
H -0.059 0.241 0.017
H -0.186 0.144 0.189
H -0.113 0.048 0.083
H -0.025 0.115 0.032
H 0.128 0.069 -0.054
H 0.122 0.107 0.268
H 0.051 -0.066 -0.060
H 0.141 -0.118 0.157
H -0.099 0.126 0.051
H -0.044 0.015 -0.027
H 0.101 0.023 0.171
H 0.007 -0.321 0.095
H 0.003 -0.077 0.019
H 0.169 0.082 -0.001
H 0.021 0.023 0.043
H -0.087 0.039 0.227
H 0.018 -0.021 0.134
H -0.089 -0.002 -0.023
H 0.034 -0.316 0.005
H -0.007 0.012 -0.010
H -0.144 -0.170 -0.207
H -0.079 -0.005 -0.140
H -0.014 -0.216 -0.138
H -0.067 -0.024 -0.038
H 0.003 -0.076 0.058
H 0.019 0.014 -0.044
H -0.060 -0.076 -0.092
C -0.070 0.083 -0.132
C -0.007 0.029 -0.051
C -0.213 0.006 0.092
O 0.116 -0.004 -0.017
C 0.051 -0.062 0.082
C -0.020 0.000 -0.023
C 0.223 0.023 -0.033
O -0.050 0.091 0.029
O 0.029 -0.017 0.001
O 0.034 0.005 -0.027
H 0.039 -0.037 -0.003
H -0.021 0.001 -0.008
H -0.145 0.017 0.008
H -0.015 -0.024 0.039

***

Formula: C3H10N2O2
Source: OMol25
Level of theory: ωB97M-V/def2-TZVPD

Output
LUMO: 0.815 eV
Relative energy (zero: lowest compared OMol25 entry of this formula, charge and spin): 171.9 kJ/mol
Frontier orbital gap: 10.5 eV
HOMO energy: -9.69 eV

Last column: natural (NBO) charge in e.
Element x y z (Å)
O 1.6124 -0.0615 0.5227  -0.65
C 0.9893 -0.4306 -0.4934  0.70
N -0.2551 -0.9250 -0.4221  -0.65
C -1.0343 -0.4590 0.7964  -0.06
N -2.2915 -1.1967 0.8058  -0.84
C 1.4766 -0.2092 -1.9838  -0.68
H -0.9624 -0.9085 -1.1649  0.40
H -0.3664 -0.6957 1.6701  0.19
H -1.1649 0.6488 0.7788  0.19
H -2.0529 -2.0789 0.2132  0.36
H -2.3333 -1.4482 1.8075  0.37
H 0.7069 0.4425 -2.3823  0.22
H 2.3536 0.2226 -2.1295  0.22
H 1.5163 -1.2412 -2.4627  0.22
H 0.9212 2.1747 1.1654  0.48
H 0.6333 3.2906 2.0225  0.46
O 0.2514 2.8754 1.2563  -0.94

Force components x, y, z for each atom (eV/Å):
O -0.909 -0.677 -1.888
C 2.331 1.882 -0.533
N -2.739 0.739 1.810
C 1.941 -0.272 0.099
N 1.043 -1.562 -0.369
C -4.087 -3.688 1.641
H 1.360 0.036 -0.429
H -0.746 0.276 -0.759
H -0.033 -0.756 -0.180
H -0.913 1.601 1.934
H -0.763 -0.513 -1.002
H -0.177 -0.221 -0.563
H 4.053 1.913 0.035
H -0.404 1.402 0.247
H -0.436 -0.235 -0.550
H -0.199 0.814 0.635
O 0.678 -0.740 -0.129

***

relative energy (zero: lowest compared OMol25 entry of this formula, charge and spin) of number 1 (C3H3NO2)?
643.6 kJ/mol

***

relative energy (zero: lowest compared OMol25 entry of this formula, charge and spin) of number 3 (C3H5HgLiO4)?
316.3 kJ/mol

***

Which formula does entry 6 have?
C3H10N2O2